Molecular formula: C30H41AsMnO3S2Se3SiTe
Method: DFT, ωB97M-V/def2-TZVPD

XYZ file:
```
83
C30H41AsMnO3S2Se3SiTe | OMol25 | ωB97M-V/def2-TZVPD
Mn -1.3097 0.2396 1.7435
S -1.7310 0.9228 3.8847
C -0.5884 0.0389 4.8014
C -0.9706 -0.6203 5.9708
C -0.0073 -1.0885 6.8640
C 1.3295 -1.0423 6.5335
C 1.7155 -0.3808 5.3524
C 0.7528 0.1653 4.4516
As 0.9827 0.9671 2.6145
C 2.6717 0.0659 2.1335
C 2.7220 -0.6245 0.9040
C 3.9647 -1.0876 0.4483
C 5.0766 -0.9938 1.2322
C 4.9784 -0.3344 2.4457
C 3.8278 0.3622 2.8939
C 1.7894 2.7363 3.0263
C 2.4301 3.4337 1.9252
C 2.8054 4.7504 2.0465
C 2.7352 5.4037 3.2887
C 2.1612 4.7308 4.3261
C 1.6541 3.3993 4.2358
H -2.0771 -0.6486 6.0978
H -0.2430 -1.4349 7.8977
H 2.1212 -1.6170 7.0658
H 2.7818 -0.3620 5.1722
H 1.8711 -0.6356 0.2384
H 4.0862 -1.4251 -0.5714
H 6.0008 -1.4131 0.8824
H 5.8515 -0.2770 3.0561
H 3.8004 0.9654 3.7682
H 2.5303 2.9320 0.9722
H 3.2078 5.2585 1.2096
H 3.0435 6.4168 3.3014
H 2.2196 5.1654 5.3290
H 1.1449 2.9575 5.1361
Se -1.2107 -2.1545 1.9229
Se -3.2568 -2.5833 2.8903
Te -4.7730 -0.6647 2.4115
Se -3.6384 1.0065 1.1994
C -2.4169 2.5049 -2.5806
C -3.3577 1.3896 -2.9964
C -3.6159 1.3417 -4.5098
C -4.7267 1.3091 -2.3504
O -2.7187 0.0116 -2.7143
Si -1.2212 -0.4062 -2.1840
S -0.6149 0.5492 -0.3612
O -1.1467 -2.0615 -2.2117
C -1.9103 -3.3516 -2.0031
C -3.1915 -3.1306 -1.1782
C -2.2131 -3.8275 -3.3787
C -0.9638 -4.3333 -1.3546
O -0.1344 0.2857 -3.2154
C 1.1411 -0.1734 -3.8307
C 1.6205 -1.4191 -3.0817
C 0.8021 -0.4543 -5.2514
C 2.1659 0.9541 -3.5054
H -2.7200 3.4315 -3.0688
H -1.4155 2.2671 -2.8200
H -2.4603 2.6480 -1.4527
H -4.1499 2.2862 -4.8133
H -4.2158 0.4768 -4.8268
H -2.7218 1.3807 -5.0712
H -5.2726 2.2664 -2.4698
H -4.7131 1.0502 -1.2804
H -5.2239 0.4373 -2.8610
H -3.6582 -2.2672 -1.6822
H -3.0905 -2.9664 -0.1173
H -3.8156 -3.9975 -1.3772
H -3.1220 -3.2731 -3.7734
H -2.4758 -4.9309 -3.4431
H -1.4131 -3.5231 -4.0786
H -0.6089 -3.9705 -0.3623
H -0.0550 -4.5017 -1.9259
H -1.4911 -5.2970 -1.2526
H 0.9581 -2.3118 -3.2674
H 1.8131 -1.3086 -1.9786
H 2.6034 -1.7649 -3.4345
H -0.0678 -1.1423 -5.3905
H 1.6470 -0.8800 -5.7894
H 0.5203 0.5084 -5.7346
H 2.1339 1.0876 -2.4048
H 1.8896 1.8693 -3.9951
H 3.1771 0.7077 -3.7228
```

The value obtained for the total energy is -13337.88115 Eh. The max |F| comes out at 3.6 eV Å⁻¹. The HOMO energy (alpha / beta) is -13.86 / -13.89 eV. The total charge is +2. Its spin multiplicity is 2.

The net atomic charges from Mulliken, expressed in e, are:
1. Mn -0.2422
2. S -0.5208
3. C 1.0400
4. C -0.5960
5. C -0.6938
6. C -0.5982
7. C -0.3274
8. C -0.0510
9. As 1.7807
10. C 0.8409
11. C 0.2876
12. C -0.3893
13. C -0.7041
14. C -0.9789
15. C -0.9491
16. C 0.0390
17. C -0.7260
18. C -0.5720
19. C -0.6038
20. C -0.5566
21. C 0.0057
22. H 0.3522
23. H 0.3672
24. H 0.3902
25. H 0.3192
26. H -0.2705
27. H 0.4614
28. H 0.4437
29. H 0.4187
30. H 0.7404
31. H 0.4515
32. H 0.4485
33. H 0.4528
34. H 0.3448
35. H 0.3326
36. Se 0.1579
37. Se -0.1374
38. Te 0.4196
39. Se 0.0351
40. C -1.1370
41. C 1.4916
42. C -1.7386
43. C -1.1407
44. O -0.1480
45. Si -1.2621
46. S 0.6470
47. O 0.7972
48. C 1.4023
49. C -0.6280
50. C -1.3916
51. C -1.4033
52. O 0.1362
53. C 1.6093
54. C -0.8910
55. C -1.5779
56. C -1.4040
57. H 0.5236
58. H 0.2726
59. H 0.0453
60. H 0.4111
61. H 0.3244
62. H 0.4338
63. H 0.3781
64. H -0.0290
65. H 0.3113
66. H 0.1776
67. H -0.2962
68. H 0.5169
69. H 0.2948
70. H 0.3836
71. H 0.2520
72. H 0.0991
73. H 0.3723
74. H 0.4274
75. H 0.1193
76. H -0.1870
77. H 0.6560
78. H 0.2472
79. H 0.4491
80. H 0.3145
81. H 0.1385
82. H 0.3523
83. H 0.4375


Molecular formula: C30H41BBrCsN6O3S3
Method: DFT, ωB97M-V/def2-TZVPD

XYZ file:
```
86
C30H41BBrCsN6O3S3 | OMol25 | ωB97M-V/def2-TZVPD
Cs -0.8612 -0.6797 0.1229
C -2.5985 5.3453 1.5118
C -2.2950 3.8450 1.4311
C -2.5325 3.3853 -0.0044
C -3.2450 3.0440 2.3279
N -0.9107 3.6494 1.9472
C -0.6422 3.9739 3.2733
C 0.6312 3.6470 3.5182
N 1.1771 3.1170 2.3701
B 2.5555 2.4191 2.4937
N 3.2944 2.3083 1.1359
C 3.7782 3.4688 0.5769
C 4.1488 3.2152 -0.6833
N 3.9101 1.8616 -0.9226
C 3.3511 1.3057 0.2101
S 2.8834 -0.2901 0.4504
C 4.0597 1.3340 -2.3030
C 4.0505 -0.1889 -2.4246
C 5.4119 1.8140 -2.8460
C 2.9089 1.9039 -3.1378
N 2.5004 1.0634 3.2483
C 3.7064 0.4705 3.5571
C 3.4791 -0.7964 3.9348
N 2.1083 -1.0063 3.8522
C 1.5102 0.1591 3.4595
S -0.1577 0.4350 3.3763
C 1.4279 -2.2543 4.2838
C 0.8144 -2.0065 5.6628
C 0.3539 -2.7201 3.2940
C 2.4844 -3.3567 4.3687
C 0.2295 3.1305 1.3832
S 0.4907 2.7430 -0.2470
H -3.6157 5.5321 1.1625
H -1.9044 5.8985 0.8763
H -2.5117 5.7273 2.5310
H -3.5898 3.5728 -0.2150
H -2.3736 2.3184 -0.1286
H -1.9198 3.9251 -0.7186
H -4.2697 3.1850 1.9798
H -3.1885 3.3497 3.3738
H -3.0212 1.9803 2.2535
H -1.3881 4.3900 3.9231
H 1.2027 3.7046 4.4276
H 3.2410 3.1616 3.1864
H 3.7842 4.3906 1.1321
H 4.5372 3.8755 -1.4342
H 4.8025 -0.6540 -1.7893
H 4.2737 -0.4219 -3.4701
H 3.0924 -0.6225 -2.1620
H 6.2224 1.4425 -2.2164
H 5.4894 2.8993 -2.9059
H 5.5485 1.4179 -3.8534
H 1.9579 1.5810 -2.7134
H 2.9791 1.5461 -4.1677
H 2.9206 2.9956 -3.1416
H 4.6352 0.9956 3.4173
H 4.1722 -1.5719 4.1922
H 0.0787 -1.2046 5.5895
H 1.5893 -1.7192 6.3792
H 0.3182 -2.9110 6.0227
H -0.5527 -2.1382 3.4104
H 0.1292 -3.7694 3.4993
H 0.6966 -2.6644 2.2582
H 3.2063 -3.1842 5.1716
H 2.9949 -3.4674 3.4109
H 1.9782 -4.2968 4.5845
Br -8.2630 -0.5344 -3.9500
C -7.5531 -0.3750 -2.1841
C -8.4310 -0.4094 -1.1130
C -7.9111 -0.2944 0.1691
C -6.5446 -0.1483 0.3617
C -5.6775 -0.1163 -0.7229
C -6.1893 -0.2307 -2.0113
C -4.1610 0.0479 -0.5077
O -3.4661 0.0579 -1.5453
O -3.7937 0.1565 0.6814
H -9.4934 -0.5251 -1.2811
H -8.5833 -0.3222 1.0190
H -6.1111 -0.0574 1.3492
H -5.4965 -0.2070 -2.8414
C 2.5038 -3.8776 -1.1902
C 1.3618 -3.6396 -0.1618
O 0.2929 -3.3010 -0.6959
H 2.8664 -4.9071 -1.0870
H 3.3414 -3.2192 -0.9332
H 2.1626 -3.6854 -2.2207
```

The value obtained for the total energy is -5535.81210 Eh. The max |F| comes out at 0.3 eV Å⁻¹. The HOMO energy is 0.01 eV. The total charge is -2. The value obtained for the energy relative to the best compared isomer or geometry (same formula, charge and spin) is 0.732 eV.

The net atomic charges from Mulliken, expressed in e, are:
1. Cs 0.6042
2. C -1.7362
3. C 1.5300
4. C -2.3581
5. C -1.4849
6. N 0.4661
7. C -0.1112
8. C -1.3999
9. N -0.1011
10. B 0.4440
11. N 0.0540
12. C -1.4714
13. C -0.0001
14. N 0.4391
15. C -0.2163
16. S 0.1080
17. C 1.4158
18. C -2.0565
19. C -1.8297
20. C -1.4529
21. N -0.0154
22. C -1.3298
23. C -0.2011
24. N 0.7012
25. C 0.0928
26. S -0.2414
27. C 1.1588
28. C -1.6873
29. C -0.9597
30. C -2.0890
31. C 0.1682
32. S -0.2063
33. H 0.4274
34. H 0.3810
35. H 0.3684
36. H 0.5726
37. H 0.5880
38. H 0.3957
39. H 0.4797
40. H 0.3802
41. H 0.2743
42. H 0.4805
43. H 0.5199
44. H -0.2483
45. H 0.4988
46. H 0.4398
47. H 0.4042
48. H 0.5355
49. H 0.5158
50. H 0.4047
51. H 0.4194
52. H 0.4498
53. H 0.2600
54. H 0.4697
55. H 0.3258
56. H 0.4674
57. H 0.4840
58. H 0.2797
59. H 0.3482
60. H 0.4477
61. H 0.3582
62. H 0.4592
63. H -0.0370
64. H 0.4563
65. H 0.4169
66. H 0.4812
67. Br -0.2606
68. C 0.1207
69. C -0.3427
70. C -0.5112
71. C -0.3787
72. C 0.0515
73. C -0.2835
74. C 0.5159
75. O -0.7980
76. O -0.7468
77. H 0.3689
78. H 0.3627
79. H 0.4153
80. H 0.5129
81. C -0.8460
82. C 0.1090
83. O -0.6115
84. H 0.3465
85. H 0.1096
86. H 0.1277


Molecular formula: C30H41BN11OPPd
Method: DFT, ωB97M-V/def2-TZVPD

XYZ file:
```
86
C30H41BN11OPPd | OMol25 | ωB97M-V/def2-TZVPD
Pd -0.1250 -0.4348 -0.6400
C 2.6871 -3.0516 -2.8447
C 1.7677 -2.0001 -2.8736
N 1.0786 -1.9663 -1.7430
N 1.5489 -2.9589 -0.9529
C 2.5159 -3.6325 -1.6063
B 0.7778 -3.2537 0.3614
N 0.9959 -2.1438 1.4559
C 1.6218 -2.2086 2.6473
C 1.3983 -1.0286 3.3286
C 0.6023 -0.2674 2.4725
N 0.3631 -0.9595 1.3689
N -0.7507 -3.2144 -0.0408
C -1.6063 -4.2458 -0.1365
C -2.8239 -3.8004 -0.5948
C -2.6335 -2.4399 -0.7904
N -1.3960 -2.0866 -0.4685
N 1.2955 -4.5567 0.9758
C 0.7904 -5.7380 1.4224
C 1.8293 -6.5153 1.8608
C 2.9679 -5.7206 1.6524
N 2.6505 -4.5515 1.1291
H 3.3657 -3.3622 -3.6199
H 1.5501 -1.2985 -3.6639
H 3.0098 -4.4694 -1.1477
H 2.1725 -3.0879 2.9288
H 1.7401 -0.7769 4.3173
H 0.1714 0.7124 2.6006
H -1.3062 -5.2454 0.0978
H -3.7100 -4.3799 -0.7807
H -3.3452 -1.7313 -1.1718
H -0.2570 -5.9632 1.4613
H 1.7678 -7.5031 2.2826
H 4.0010 -5.9459 1.8661
C -2.9865 3.2151 0.2435
C -3.5029 2.0452 -0.2866
C -2.6888 0.9300 -0.4614
C -1.3475 1.0036 -0.1284
C -0.8254 2.1677 0.4137
C -1.6461 3.2722 0.5961
H -3.6263 4.0754 0.3879
H -4.5481 1.9861 -0.5609
H -3.1212 0.0355 -0.8735
H 0.2148 2.2283 0.6706
H -1.2301 4.1811 1.0143
O 1.6438 0.6895 -0.6754
P 2.8077 1.6540 -0.7200
N 2.2979 3.1493 -1.1300
C 1.1307 3.4152 -1.9864
C 1.0814 4.9356 -2.0071
C 2.5598 5.3201 -2.0673
C 3.2521 4.2837 -1.1753
N 3.6428 1.8649 0.6875
C 4.5755 0.8171 1.1901
C 4.6700 1.0630 2.7014
C 4.1302 2.4795 2.8877
C 3.0274 2.5419 1.8450
N 3.9348 1.1624 -1.8294
C 3.6904 1.5442 -3.2348
C 4.7865 0.8062 -3.9864
C 4.8675 -0.5278 -3.2471
C 4.5738 -0.1772 -1.7832
H 0.2334 2.9652 -1.5691
H 1.2769 3.0238 -2.9997
H 0.6238 5.3005 -1.0845
H 0.5047 5.3181 -2.8475
H 2.7515 6.3365 -1.7285
H 2.9249 5.2406 -3.0930
H 3.4228 4.6655 -0.1672
H 4.2178 3.9685 -1.5747
H 5.5447 0.9445 0.7102
H 4.2087 -0.1885 0.9754
H 5.6916 0.9492 3.0591
H 4.0481 0.3465 3.2398
H 4.8976 3.2222 2.6630
H 3.7556 2.6686 3.8925
H 2.7299 3.5571 1.5847
H 2.1518 2.0037 2.2201
H 3.7586 2.6261 -3.3516
H 2.7003 1.2181 -3.5805
H 5.7251 1.3572 -3.9089
H 4.5476 0.6903 -5.0426
H 5.8361 -1.0123 -3.3551
H 4.1083 -1.2119 -3.6241
H 5.4916 -0.1267 -1.2003
H 3.9138 -0.9213 -1.3284
```

The value obtained for the total energy is -2339.35045 Eh. The max |F| comes out at 1.1 eV Å⁻¹. The HOMO energy (alpha / beta) is -11.33 / -11.33 eV. The total charge is +1. The value obtained for the energy relative to the best compared isomer or geometry (same formula, charge and spin) is 0.000 eV. Its spin multiplicity is 2.

The net atomic charges from Mulliken, expressed in e, are:
1. Pd -0.1980
2. C -1.1522
3. C -0.5191
4. N -0.4903
5. N 1.2218
6. C -0.1637
7. B 0.6667
8. N 1.0727
9. C 0.0263
10. C -1.5861
11. C -0.5375
12. N -0.3308
13. N 0.5355
14. C -0.0036
15. C -1.3716
16. C -0.3037
17. N -0.4231
18. N 0.2312
19. C -0.0328
20. C -0.9357
21. C -0.3668
22. N -1.0040
23. H 0.4898
24. H 0.4660
25. H 0.6158
26. H 0.5208
27. H 0.5194
28. H 0.7698
29. H 0.4272
30. H 0.4494
31. H 0.5558
32. H 0.4422
33. H 0.4485
34. H 0.4677
35. C -0.7704
36. C -0.6247
37. C -0.2601
38. C 1.2705
39. C -0.7474
40. C -0.7666
41. H 0.4133
42. H 0.4229
43. H 0.2068
44. H 0.8146
45. H 0.5008
46. O 0.9200
47. P -2.1213
48. N 0.5058
49. C 0.0354
50. C -0.8087
51. C -0.7427
52. C -0.7280
53. N 0.4927
54. C -0.0243
55. C -0.6681
56. C -0.8401
57. C -0.1611
58. N 0.3412
59. C -0.3668
60. C -0.8738
61. C -0.4403
62. C 0.0945
63. H -0.2365
64. H 0.2232
65. H 0.2142
66. H 0.4484
67. H 0.4032
68. H 0.3031
69. H 0.4346
70. H 0.3884
71. H 0.2293
72. H 0.1628
73. H 0.4303
74. H 0.1334
75. H 0.3100
76. H 0.3889
77. H 0.3905
78. H -0.2312
79. H 0.1008
80. H 0.1749
81. H 0.3224
82. H 0.4145
83. H 0.4839
84. H -0.1579
85. H 0.3685
86. H -0.2816